An isolated molecule of C11H10N8OS at a distorted geometry. Source: the Open Molecules 2025 dataset; level of theory: ωB97M-V/def2-TZVPD.

Last columns: bonded neighbours and bond lengths (Å).
Atoms and positions in Å:
1 S -0.23055 -0.56807 2.83651  C13 1.756, C16 1.723
2 O 1.76258 -2.46427 -0.30787  C17 1.504, C20 1.432
3 N -0.46813 2.50128 -1.18270  N4 1.248, N5 1.313
4 N -0.95474 3.63275 -1.38596  N3 1.248, N8 1.384
5 N -0.72067 2.12529 0.05014  N3 1.313, C12 1.411, C19 1.379
6 N -1.93473 3.00985 1.93813  N7 1.402, C12 1.397, C14 1.441
7 N -2.76721 3.71189 2.82051  N6 1.402, N10 1.291
8 N -1.55526 4.13092 -0.24333  N4 1.384, C12 1.303
9 N -2.21292 1.77739 3.80146  N10 1.425, C14 1.306
10 N -2.85833 3.04181 3.92067  N7 1.291, N9 1.425
11 C 0.48800 -0.06134 0.36508  C13 1.379, C19 1.376, C21 1.515
12 C -1.43765 3.18454 0.64471  N5 1.411, N6 1.397, N8 1.303
13 C 0.66422 -0.97579 1.38164  S1 1.756, C11 1.379, C20 1.466
14 C -1.77770 1.72422 2.57075  N6 1.441, N9 1.306, C16 1.469
15 C -0.27855 -2.36469 -1.64725  C17 1.527, H22 1.104, H23 1.073, H26 1.078
16 C -0.75280 0.84228 1.99553  S1 1.723, C14 1.469, C19 1.349
17 C 1.07156 -1.69636 -1.40072  O2 1.504, C15 1.527, C18 1.564, C21 1.550
18 C 1.82122 -1.89067 -2.75922  C17 1.564, H25 1.130, H28 1.112, H31 1.039
19 C -0.31157 0.99748 0.72975  N5 1.379, C11 1.376, C16 1.349
20 C 1.28801 -2.25381 1.02649  O2 1.432, C13 1.466, H27 1.061, H30 1.078
21 C 1.10612 -0.19658 -1.01163  C11 1.515, C17 1.550, H24 1.067, H29 1.082
22 H -0.74019 -1.85583 -2.51087  C15 1.104
23 H -0.83581 -2.17920 -0.74940  C15 1.073
24 H 0.47490 0.34413 -1.68143  C21 1.067
25 H 1.32527 -1.51917 -3.70476  C18 1.130
26 H -0.05506 -3.41821 -1.69643  C15 1.078
27 H 2.23974 -2.27850 1.49555  C20 1.061
28 H 2.11425 -2.95877 -2.86175  C18 1.112
29 H 2.10420 0.22021 -0.99030  C21 1.082
30 H 0.65622 -3.08295 1.30045  C20 1.078
31 H 2.77561 -1.47986 -2.74375  C18 1.039

Computed properties:
multiplicity	1
max |F|	0.0686	Eh/bohr
lowest unoccupied orbital energy	-0.644	eV
total energy	-36368.2875	eV

***

An isolated molecule of C11H10O2. Source: the Open Molecules 2025 dataset; level of theory: ωB97M-V/def2-TZVPD.

Last columns: bonded neighbours and bond lengths (Å).
Atoms and positions in Å:
1 O 1.23099 -2.94409 -0.43310  C11 1.344, H19 0.971
2 O -0.11921 -2.28801 1.21277  C11 1.208
3 C 1.43719 1.66612 0.72711  C5 1.391, C7 1.382, H17 1.079
4 C -2.97724 -0.13321 -1.02782  C12 1.476, H20 1.089, H22 1.093, H23 1.094
5 C 0.78172 0.44348 0.83313  C3 1.391, C6 1.471, C9 1.404
6 C -0.48524 0.37435 1.57712  C5 1.471, C8 1.351, H15 1.082
7 C 2.63830 1.77302 0.05103  C3 1.382, C10 1.387, H14 1.082
8 C -1.70688 0.42398 1.00268  C6 1.351, C12 1.407, H21 1.092
9 C 1.37138 -0.69014 0.25178  C5 1.404, C11 1.478, C13 1.394
10 C 3.20917 0.65341 -0.53517  C7 1.387, C13 1.380, H18 1.082
11 C 0.74504 -2.01900 0.41244  O1 1.344, O2 1.208, C9 1.478
12 C -1.95998 0.69834 -0.35430  C4 1.476, C8 1.407
13 C 2.58032 -0.57020 -0.43202  C9 1.394, C10 1.380, H16 1.078
14 H 3.14324 2.72719 -0.01397  C7 1.082
15 H -0.39326 0.19004 2.63895  C6 1.082
16 H 3.02796 -1.45066 -0.86300  C13 1.078
17 H 0.99739 2.53453 1.19305  C3 1.079
18 H 4.15465 0.73394 -1.05493  C10 1.082
19 H 0.79961 -3.79731 -0.26563  O1 0.971
20 H -3.16232 0.19339 -2.05009  C4 1.089
21 H -2.56411 0.28582 1.66417  C8 1.092
22 H -3.91848 -0.13732 -0.47192  C4 1.093
23 H -2.62752 -1.16990 -1.03606  C4 1.094

Computed properties:
relative energy (zero: lowest compared OMol25 entry of this formula, charge and spin)	69.2	kcal/mol
multiplicity	1
max |F|	0.0143	Eh/bohr
lowest unoccupied orbital energy (alpha / beta)	-0.289 / -0.130	eV
total energy	-15660.7326	eV

***

An isolated molecule of C11H10O2 at a distorted geometry. Source: the Open Molecules 2025 dataset; level of theory: ωB97M-V/def2-TZVPD.

Last columns: bonded neighbours and bond lengths (Å).
Atoms and positions in Å:
1 O 2.86920 -1.24364 -0.16406  C4 1.286, H21 1.210
2 O -0.84797 2.44220 -0.15294  C9 1.346, C13 1.402
3 C 2.23744 0.78539 0.11160  C4 1.392, C8 1.369, H18 1.052
4 C 1.81703 -0.54133 0.06539  O1 1.286, C3 1.392, C7 1.401
5 C -1.53392 -2.01862 -0.46642  C6 1.413, C10 1.520, H19 1.087, H22 1.183
6 C -0.27056 -2.14377 0.15311  C5 1.413, C7 1.444, H14 1.176, H17 1.280
7 C 0.48157 -0.91640 0.26070  C4 1.401, C6 1.444, C11 1.328
8 C 1.50355 1.93414 -0.01772  C3 1.369, C9 1.391, H16 1.112
9 C 0.16256 1.60873 0.15808  O2 1.346, C8 1.391, C11 1.454
10 C -2.42909 -1.02704 0.25879  C5 1.520, C12 1.557, H20 1.201, H23 1.104
11 C -0.22332 0.20798 0.21650  C7 1.328, C9 1.454, C12 1.410
12 C -1.62856 0.30303 0.14268  C10 1.557, C11 1.410, C13 1.459
13 C -2.00603 1.65725 -0.24881  O2 1.402, C12 1.459, H15 1.111
14 H 0.24463 -3.12156 -0.24727  C6 1.176
15 H -2.92416 2.27251 -0.36248  C13 1.111
16 H 1.75954 3.00387 -0.18183  C8 1.112
17 H -0.46392 -2.11158 1.41804  C6 1.280
18 H 3.23873 0.73050 -0.20572  C3 1.052
19 H -1.91205 -3.00983 -0.70340  C5 1.087
20 H -2.61066 -1.28478 1.41757  C10 1.201
21 H 2.59217 -2.33395 -0.60993  O1 1.210
22 H -1.32042 -1.77034 -1.60274  C5 1.183
23 H -3.43782 -1.05949 -0.18969  C10 1.104

Computed properties:
relative energy (zero: lowest compared OMol25 entry of this formula, charge and spin)	100.5	kcal/mol
multiplicity	1
max |F|	0.1883	Eh/bohr
lowest unoccupied orbital energy	0.296	eV
total energy	-15659.3787	eV

***

An isolated molecule of C11H10S2 at a distorted geometry. Source: the Open Molecules 2025 dataset; level of theory: ωB97M-V/def2-TZVPD.

Last columns: bonded neighbours and bond lengths (Å).
Atoms and positions in Å:
1 S -3.39910 -2.15661 0.74229  C12 1.595
2 S -3.58456 0.13550 -1.42637  C8 1.858, C12 1.715
3 C 0.40217 -1.04291 0.64524  C4 1.382, C10 1.392, H21 1.080
4 C 1.24583 -2.13725 0.68626  C3 1.382, C11 1.385, H20 1.080
5 C -2.26766 1.50043 0.81137  C8 1.524, C13 1.535, H17 1.090, H18 1.089
6 C 1.09626 -0.59708 -1.60241  C9 1.384, C10 1.390, H22 1.080
7 C -0.67486 0.85068 -0.59265  C8 1.637, C10 1.491, C13 1.538, H19 1.087
8 C -2.19574 0.37712 -0.21639  S2 1.858, C5 1.524, C7 1.637, C12 1.516
9 C 1.94014 -1.69287 -1.56085  C6 1.384, C11 1.384, H14 1.080
10 C 0.31013 -0.26514 -0.50559  C3 1.392, C6 1.390, C7 1.491
11 C 2.00701 -2.47488 -0.42041  C4 1.385, C9 1.384, H15 1.080
12 C -3.09854 -0.83518 -0.09836  S1 1.595, S2 1.715, C8 1.516
13 C -0.79753 1.86335 0.55857  C5 1.535, C7 1.538, H16 1.085, H23 1.086
14 H 2.53452 -1.94260 -2.42744  C9 1.080
15 H 2.64236 -3.34744 -0.39386  C11 1.080
16 H -0.14809 1.63899 1.39865  C13 1.085
17 H -2.49071 1.14185 1.81593  C5 1.090
18 H -2.97226 2.29203 0.55935  C5 1.089
19 H -0.67306 1.31222 -1.57716  C7 1.087
20 H 1.30061 -2.73710 1.58250  C4 1.080
21 H -0.20783 -0.81396 1.50632  C3 1.080
22 H 1.04484 0.00036 -2.50107  C6 1.080
23 H -0.64025 2.89294 0.25089  C13 1.086

Computed properties:
<S²>	2.0066
multiplicity	3
max |F|	0.0635	Eh/bohr
lowest unoccupied orbital energy (alpha / beta)	0.664 / -2.534	eV
total energy	-33235.3968	eV

***

An isolated molecule of C11H11B at a distorted geometry. Source: the Open Molecules 2025 dataset; level of theory: ωB97M-V/def2-TZVPD.

Last columns: bonded neighbours and bond lengths (Å).
Atoms and positions in Å:
1 C -1.87600 0.18934 1.22754  C4 1.392, C6 1.373, H14 1.095
2 C 2.98631 1.12410 0.48727  C5 1.457, C9 1.393, H20 1.009
3 C -3.24065 0.02851 -1.17437  C8 1.345, C10 1.356, H13 1.150
4 C -3.21805 -0.17943 1.19569  C1 1.392, C10 1.379, H19 1.100
5 C 3.96402 0.15728 0.00671  C2 1.457, C7 1.341, H16 1.127
6 C -1.26010 0.58837 0.06721  C1 1.373, C8 1.461, B12 1.813
7 C 3.33128 -0.96044 -0.38028  C5 1.341, C11 1.421, H21 1.140
8 C -1.94707 0.39454 -1.20715  C3 1.345, C6 1.461, H23 1.051
9 C 1.71255 0.57693 0.35547  C2 1.393, C11 1.547, B12 1.495
10 C -3.83214 -0.37684 -0.02326  C3 1.356, C4 1.379, H18 1.071
11 C 1.92061 -0.81902 -0.27921  C7 1.421, C9 1.547, H17 1.170, H22 1.017
12 B 0.38197 1.25099 0.45588  C6 1.813, C9 1.495, H15 1.080
13 H -3.74714 -0.17559 -2.18615  C3 1.150
14 H -1.40235 0.27988 2.21112  C1 1.095
15 H 0.36100 2.27182 0.80670  B12 1.080
16 H 5.07587 0.12694 0.18541  C5 1.127
17 H 1.49309 -0.53094 -1.32918  C11 1.170
18 H -4.80375 -0.81556 -0.12521  C10 1.071
19 H -3.63549 -0.44878 2.17688  C4 1.100
20 H 3.28538 1.99135 0.90655  C2 1.009
21 H 3.74804 -1.93075 -0.80958  C7 1.140
22 H 1.42115 -1.58424 0.16781  C11 1.017
23 H -1.37179 0.52898 -2.07687  C8 1.051

Computed properties:
relative energy (zero: lowest compared OMol25 entry of this formula, charge and spin)	0.0	kcal/mol
multiplicity	1
max |F|	0.1007	Eh/bohr
lowest unoccupied orbital energy	-0.176	eV
total energy	-12258.5878	eV

***

An isolated molecule of C11H11BrN2O4 at a distorted geometry. Source: the Open Molecules 2025 dataset; level of theory: ωB97M-V/def2-TZVPD.

Last columns: bonded neighbours and bond lengths (Å).
Atoms and positions in Å:
1 Br -5.09598 -1.81582 -1.23234  C12 1.983
2 O 2.13126 0.33521 -1.37054  C8 1.186
3 O 1.86575 4.71285 2.37620  C9 1.233
4 O 1.44551 2.49071 2.38678  C9 1.309, C10 1.371
5 O -0.84031 -1.96783 1.28313  C16 1.221
6 N 0.42277 -1.67542 -0.62135  N7 1.446, C16 1.386, H20 1.037
7 N 1.58652 -1.20734 0.09739  N6 1.446, C8 1.344, H22 1.111
8 C 2.12594 -0.02287 -0.23975  O2 1.186, N7 1.344, C18 1.487
9 C 2.08746 3.56223 1.99379  O3 1.233, O4 1.309, C15 1.407
10 C 1.35828 1.35054 1.63086  O4 1.371, C18 1.403, H25 1.101
11 C 3.26628 2.22125 0.37123  C15 1.343, C18 1.484, H27 1.076
12 C -3.51316 -1.75975 -0.03858  Br1 1.983, C13 1.555, C14 1.552, H24 1.131
13 C -2.09498 -1.70090 -0.67415  C12 1.555, C14 1.543, C16 1.541, C17 1.533
14 C -2.80985 -0.39548 -0.26601  C12 1.552, C13 1.543, H23 1.124, H29 1.059
15 C 3.06841 3.39181 0.99917  C9 1.407, C11 1.343, H26 1.065
16 C -0.75916 -1.90238 0.06652  O5 1.221, N6 1.386, C13 1.541
17 C -1.90485 -2.09665 -2.14274  C13 1.533, H19 1.136, H21 1.102, H28 1.115
18 C 2.39629 1.07310 0.72887  C8 1.487, C10 1.403, C11 1.484
19 H -2.87155 -2.12374 -2.73922  C17 1.136
20 H 0.30214 -1.46687 -1.62995  N6 1.037
21 H -1.55242 -3.13787 -2.21329  C17 1.102
22 H 1.67626 -1.37951 1.19158  N7 1.111
23 H -2.79928 0.23993 0.66068  C14 1.124
24 H -3.55645 -2.25780 0.97585  C12 1.131
25 H 0.58282 0.60699 1.87242  C10 1.101
26 H 3.78840 4.12866 0.72936  C15 1.065
27 H 3.96540 2.01872 -0.42177  C11 1.076
28 H -1.19627 -1.41506 -2.66874  C17 1.115
29 H -3.07524 0.19331 -1.10537  C14 1.059

Computed properties:
relative energy (zero: lowest compared OMol25 entry of this formula, charge and spin)	118.9	kcal/mol
multiplicity	1
max |F|	0.0898	Eh/bohr
lowest unoccupied orbital energy	-0.340	eV
total energy	-92793.8992	eV